Molecular formula: C32H65BrI2N7O8
Method: DFT, ωB97M-V/def2-TZVPD

CARTESIAN COORDINATES (ANGSTROEM)
C 2.1402 -1.4765 2.2385
C 0.7877 -1.8390 2.8960
C -0.3688 -0.9849 2.3713
C -1.1754 -1.7196 1.2955
N -1.8361 -0.7940 0.3794
C -3.1271 -0.3626 0.5465
C -3.3856 0.5043 -0.4482
Br -5.0005 1.3787 -0.6873
N -2.2367 0.6079 -1.2114
C -1.9620 1.4443 -2.3742
I -3.2707 0.9797 -3.9978
C -1.8207 2.9556 -2.1339
C -3.0793 3.8337 -2.1304
I -0.7176 3.2621 -0.2934
C -1.3058 -0.2143 -0.6847
C 0.0937 -0.4226 -1.1618
O 0.0872 -0.6557 -2.5503
C 1.3920 -0.8395 -3.1148
C 1.6988 0.2011 -4.1902
O 2.5926 1.2169 -3.8228
C 2.1583 1.9785 -2.7060
C 2.8115 3.3532 -2.6839
O 3.8204 3.4430 -1.7071
C 5.1343 3.1751 -2.2093
C 5.8240 4.4526 -2.6583
H 2.4789 -2.2303 1.5297
H 2.9092 -1.3359 2.9923
H 2.0686 -0.5390 1.6855
H 0.5870 -2.8940 2.7302
H 0.9299 -1.6685 3.9520
H 0.0128 -0.0701 1.9135
H -1.0369 -0.6594 3.1669
H -0.5270 -2.3897 0.7378
H -1.9638 -2.3119 1.7507
H -3.7977 -0.6884 1.3318
H -1.0137 1.0859 -2.7423
H -1.1362 3.3089 -2.8967
H -3.9737 3.2710 -2.3661
H -3.2377 4.3128 -1.1702
H -2.9586 4.6310 -2.8592
H 0.5184 -1.2775 -0.6322
H 0.6875 0.4552 -0.8846
H 1.4026 -1.8263 -3.5757
H 2.1580 -0.8392 -2.3393
H 2.1308 -0.3018 -5.0515
H 0.7431 0.6345 -4.5143
H 2.4265 1.4856 -1.7680
H 1.0679 2.0933 -2.7595
H 2.0518 4.0862 -2.4107
H 3.1867 3.6078 -3.6765
H 5.6912 2.6997 -1.4057
H 5.0858 2.4584 -3.0307
H 5.0773 5.1294 -3.0721
H 6.5944 4.2457 -3.3940
H 6.2460 4.9636 -1.7959
C 8.3172 0.4442 -6.0896
C 7.3775 0.7448 -4.9453
O 7.4849 1.7549 -4.2711
N 6.3925 -0.1588 -4.6902
C 6.1152 -1.4025 -5.3798
H 9.0342 1.2553 -6.1584
H 8.8533 -0.4900 -5.9198
H 7.7737 0.3694 -7.0320
H 5.7961 0.1006 -3.9202
H 5.1117 -1.3894 -5.8103
H 6.1842 -2.2488 -4.6942
H 6.8280 -1.5551 -6.1824
C 4.1583 -2.2662 6.0605
C 2.7218 -1.9937 6.4428
O 1.7846 -2.4747 5.8157
N 2.4987 -1.1954 7.5132
C 3.4749 -0.5461 8.3692
H 4.1716 -2.9195 5.1929
H 4.6780 -1.3398 5.8137
H 4.6908 -2.7570 6.8752
H 1.5217 -1.0582 7.7192
H 3.3637 -0.8829 9.4004
H 3.3460 0.5366 8.3449
H 4.4803 -0.7800 8.0383
C 2.1011 -5.1851 3.7811
C 3.1623 -5.9848 3.0623
O 4.2915 -5.5509 2.9040
N 2.8160 -7.2128 2.5917
C 1.5356 -7.8848 2.6921
H 2.5246 -4.2392 4.0988
H 1.2581 -4.9890 3.1174
H 1.7429 -5.7144 4.6643
H 3.5696 -7.6923 2.1248
H 1.6346 -8.8257 3.2354
H 1.1349 -8.1037 1.7007
H 0.8240 -7.2593 3.2201
C -7.4434 -0.0445 1.6935
C -6.4840 -0.2519 2.8392
O -5.4389 -0.8877 2.7026
N -6.7995 0.2908 4.0301
C -7.9761 1.0687 4.3753
H -7.0397 -0.5464 0.8207
H -8.4292 -0.4528 1.9143
H -7.5436 1.0199 1.4739
H -6.1172 0.1161 4.7518
H -7.6878 2.0617 4.7203
H -8.5390 0.5767 5.1686
H -8.6210 1.1786 3.5108
C -8.7474 4.4881 -1.8264
C -7.8862 3.2503 -1.8102
O -7.4299 2.8007 -0.7636
N -7.6292 2.6466 -2.9945
C -8.0801 3.0383 -4.3183
H -8.8529 4.8422 -0.8064
H -8.2893 5.2726 -2.4290
H -9.7359 4.2693 -2.2304
H -7.0541 1.8218 -2.9178
H -8.6764 2.2447 -4.7692
H -7.2281 3.2417 -4.9682
H -8.6883 3.9337 -4.2593

Cartesian forces (eV/Å) of the 2 atoms listed first:
C -0.28 -0.06 -0.27
C 0.55 0.69 -0.31

Output
HOMO-LUMO gap ... 8.38 eV
Energy ... -5412.7405 Ha
Total charge ... +1
HOMO level ... -10.9 eV

Atomic partial charges in e from the Löwdin method, atoms 1 to 99: number 1, C, carries -0.075; number 2, C, carries -0.227; number 3, C, carries -0.159; number 4, C, carries -0.097; number 5, N, carries 0.016; number 6, C, carries -0.022; number 7, C, carries -0.636; number 8, Br, carries 0.965; number 9, N, carries -0.073; number 10, C, carries -0.752; number 11, I, carries 0.958; number 12, C, carries -0.739; number 13, C, carries -0.211; number 14, I, carries 0.971; number 15, C, carries -0.180; number 16, C, carries -0.123; number 17, O, carries -0.146; number 18, C, carries -0.139; number 19, C, carries -0.178; number 20, O, carries -0.125; number 21, C, carries -0.189; number 22, C, carries -0.194; number 23, O, carries -0.155; number 24, C, carries -0.256; number 25, C, carries -0.058; number 26, H, carries 0.070; number 27, H, carries 0.066; number 28, H, carries 0.058; number 29, H, carries 0.085; number 30, H, carries 0.072; number 31, H, carries 0.101; number 32, H, carries 0.119; number 33, H, carries 0.127; number 34, H, carries 0.142; number 35, H, carries 0.113; number 36, H, carries 0.031; number 37, H, carries 0.066; number 38, H, carries -0.024; number 39, H, carries 0.044; number 40, H, carries 0.084; number 41, H, carries 0.131; number 42, H, carries 0.099; number 43, H, carries 0.131; number 44, H, carries 0.135; number 45, H, carries 0.127; number 46, H, carries 0.131; number 47, H, carries 0.125; number 48, H, carries 0.088; number 49, H, carries 0.111; number 50, H, carries 0.135; number 51, H, carries 0.120; number 52, H, carries 0.093; number 53, H, carries 0.075; number 54, H, carries 0.068; number 55, H, carries 0.075; number 56, C, carries -0.008; number 57, C, carries -0.542; number 58, O, carries 0.037; number 59, N, carries 0.010; number 60, C, carries -0.077; number 61, H, carries 0.084; number 62, H, carries 0.085; number 63, H, carries 0.085; number 64, H, carries 0.127; number 65, H, carries 0.077; number 66, H, carries 0.083; number 67, H, carries 0.072; number 68, C, carries 0.001; number 69, C, carries -0.532; number 70, O, carries 0.006; number 71, N, carries 0.012; number 72, C, carries -0.069; number 73, H, carries 0.073; number 74, H, carries 0.088; number 75, H, carries 0.090; number 76, H, carries 0.140; number 77, H, carries 0.086; number 78, H, carries 0.085; number 79, H, carries 0.072; number 80, C, carries -0.007; number 81, C, carries -0.549; number 82, O, carries 0.029; number 83, N, carries 0.005; number 84, C, carries -0.079; number 85, H, carries 0.051; number 86, H, carries 0.072; number 87, H, carries 0.094; number 88, H, carries 0.139; number 89, H, carries 0.084; number 90, H, carries 0.081; number 91, H, carries 0.069; number 92, C, carries -0.020; number 93, C, carries -0.536; number 94, O, carries -0.010; number 95, N, carries 0.017; number 96, C, carries -0.063; number 97, H, carries 0.067; number 98, H, carries 0.090; number 99, H, carries 0.073